196
Properties=species:S:1:pos:R:3:forces:R:3 method="wB97M-V/def2-TZVPD" homo_lumo_gap_ev=8.19 e_homo_ev=-7.729 smiles=CC1(C)CCCC(C)(C)N1O.CC1(C)CCCC(C)(C)N1O.COCCNCCOC.COCCNCCOC.COCCNCCOC.COCCNCCOC.OCCO.OCCO.OCCO.OCCO
H -10.482080 -25.449780 -25.731880 -0.293 -0.147 -0.135
H -0.783130 -22.404610 -31.994840 0.393 -0.234 -0.429
C -1.859230 -28.721080 -36.559420 0.855 -1.338 -0.779
H 3.633650 -33.474020 -29.892630 -0.131 0.054 0.195
H 1.419170 -27.051050 -33.212930 0.165 -0.279 -0.119
H -6.145880 -28.190930 -25.650960 0.676 -0.175 1.698
C -9.675910 -26.131350 -26.003270 -0.137 -0.019 1.006
H -3.074020 -27.403050 -26.043190 -0.107 0.137 -0.279
H 1.600680 -34.431660 -30.436970 -0.203 -0.039 -0.114
H -5.782730 -23.415260 -29.100500 -0.193 0.239 0.059
C 3.128800 -33.147290 -30.801730 -0.250 0.530 0.203
C -4.091070 -20.510230 -37.481200 -0.646 -0.460 0.047
H -2.354010 -19.933880 -35.480640 0.239 -0.142 0.279
H 3.877980 -23.877170 -32.968270 0.394 -0.065 0.347
H 2.201930 -24.819360 -32.113580 -0.043 0.001 -0.127
H -6.983880 -25.181900 -33.334450 -0.689 -0.579 -0.203
O -5.988910 -24.278000 -27.193100 0.085 0.274 -0.373
C -5.906910 -24.389550 -28.627820 0.701 0.101 0.591
C -0.477450 -28.681150 -37.329870 -1.487 -0.121 2.244
H -3.304340 -20.679200 -38.216460 0.411 0.000 -0.058
H -1.470970 -31.077400 -30.052740 0.073 -0.160 0.062
H -0.947380 -21.906340 -34.771030 0.350 -0.260 0.424
C -0.230320 -22.636240 -31.084430 0.038 0.547 -0.137
H -2.276330 -25.313430 -35.228960 0.741 -0.088 -0.629
C -3.061550 -28.903840 -34.383880 -0.290 -0.764 -0.248
H -2.883710 -29.436810 -26.181270 -0.074 -0.509 0.027
H -0.794360 -23.450810 -30.630080 0.163 -0.022 0.237
H 3.677610 -24.508920 -30.408040 -0.297 0.146 -0.399
H -5.135850 -29.901440 -30.956780 -0.472 0.380 0.178
O -1.304130 -33.000090 -30.834130 0.423 0.880 0.367
C -6.584090 -25.174230 -32.320450 0.127 1.352 -1.819
C -1.485920 -30.774360 -35.147460 -1.147 -0.614 0.087
C -8.786160 -29.485320 -24.674140 0.696 0.416 -0.683
O -6.192430 -29.429010 -34.196360 -0.020 -0.506 -0.264
H -5.240950 -28.249300 -32.898590 0.129 0.007 0.158
H -9.731960 -29.992000 -24.482180 0.067 -0.173 -0.011
H -8.231120 -34.281030 -33.182320 -0.188 0.280 0.657
H -4.589080 -30.568710 -32.469450 0.348 0.241 -0.139
H -7.210680 -22.572770 -27.287350 0.276 0.186 -0.330
C -4.422520 -32.790100 -29.090590 -0.348 1.554 0.834
H -8.096130 -36.012310 -32.689860 -0.446 -0.018 -0.388
H 1.496360 -33.789990 -32.732530 -0.541 -0.011 -0.803
H -1.878880 -26.474280 -29.032100 -0.590 0.242 0.298
H -10.768900 -27.710600 -24.919560 -0.508 -0.092 -0.662
H -2.356660 -31.258360 -35.589790 -0.296 -0.012 -0.083
H -0.839270 -24.442200 -34.465230 0.189 -0.149 -0.400
H -0.625750 -34.711010 -31.617200 0.283 0.020 0.069
H -8.395220 -34.976940 -30.455480 -0.346 0.298 0.697
H -6.170760 -20.719180 -37.389830 -0.595 0.280 -0.125
O -4.362780 -25.129380 -31.409260 0.771 0.247 -0.376
C 3.362520 -23.585990 -29.921200 -1.194 2.403 -0.150
H -3.759240 -31.496900 -27.476090 0.508 -0.136 -0.064
N -0.682740 -28.549430 -34.403720 0.828 1.586 -1.272
C -1.441900 -31.574410 -31.022400 0.116 -0.845 -0.174
C 1.624210 -29.363420 -34.935200 0.324 -0.563 -0.088
H 0.934980 -21.078140 -33.147920 -0.262 0.162 -0.570
H -3.665620 -32.369620 -29.752700 0.297 -0.142 0.190
H -6.756870 -30.203820 -34.144630 -0.126 -0.253 -0.183
C -5.061960 -25.143960 -32.631070 -1.493 0.568 1.064
O -1.634800 -26.436680 -31.043230 -0.117 -0.417 -0.675
C -2.022600 -22.062140 -34.858960 0.996 0.465 -0.478
H -8.013310 -30.117660 -25.111120 -0.494 -0.439 -0.315
O -6.999120 -26.179430 -31.475010 0.464 -1.694 0.751
C -7.562690 -35.075380 -32.850170 0.483 -0.772 -0.393
H -3.882860 -29.069690 -35.081040 -0.115 -0.434 0.178
C 1.209950 -26.941750 -34.277060 -0.666 -0.068 -0.313
H -7.935700 -26.383580 -31.527260 0.036 0.253 -0.264
H -1.398510 -31.262290 -34.176700 0.172 0.355 0.322
C -7.069160 -23.486490 -26.710120 -0.780 -0.827 -0.924
H 2.073060 -26.552290 -34.816950 0.334 -0.380 0.107
H -9.808410 -26.478990 -27.027820 -0.002 0.198 -0.375
H 4.537620 -29.791530 -32.443270 0.033 -0.024 -0.292
C -1.754480 -29.248780 -35.071930 1.251 0.407 -1.509
C 0.967700 -33.198140 -31.985310 0.235 -1.185 2.579
H -2.908680 -28.838970 -30.629040 -0.606 -0.033 -0.464
H -5.053400 -33.859700 -26.677380 0.435 -0.230 -0.012
C -1.871770 -27.164620 -29.875590 0.774 -0.417 1.223
O -2.245610 -23.321160 -35.499920 -0.504 1.397 -0.263
O -3.564420 -29.320560 -25.514400 0.681 -1.331 -0.436
H -2.455000 -29.489220 -37.052500 -0.346 0.023 -0.074
H -6.220140 -34.908190 -29.256200 0.088 -0.220 0.284
H -6.236340 -28.677110 -27.374010 0.170 -0.145 -0.537
H -4.700500 -25.891020 -30.932340 0.132 -0.543 0.604
H 2.805340 -31.162460 -31.750410 -0.090 0.083 0.015
H -8.465990 -24.747810 -27.828670 0.011 0.193 -0.221
H -5.128040 -33.567140 -30.738520 0.030 -0.040 -0.494
C 4.107290 -22.829460 -33.162740 0.185 -0.387 -0.155
H 0.772100 -24.288740 -33.040870 0.511 0.645 -0.198
H 2.626610 -29.071850 -35.248700 -0.024 0.208 -0.230
H 0.082750 -26.734990 -36.603790 -0.245 0.056 0.513
O 4.760460 -31.291580 -31.048800 -1.324 -0.097 0.627
C 0.409490 -27.766830 -36.474730 0.742 -0.736 -1.103
H -4.356710 -32.652040 -25.590920 -0.237 0.069 0.425
H -2.443020 -24.514510 -33.810180 -0.167 0.680 0.600
H -0.354460 -21.730190 -30.491340 0.268 -0.028 0.376
H -6.916670 -28.487930 -32.565290 -0.075 -0.436 0.757
H 1.290890 -30.175980 -35.580750 0.066 0.034 -0.165
H -0.662100 -31.146700 -35.756370 0.241 0.654 0.005
C -7.639340 -34.229110 -30.695280 1.818 -0.004 1.074
N 1.698400 -33.465370 -30.714130 0.153 1.352 0.033
H -6.515340 -23.290600 -40.050040 0.050 -0.083 0.196
H -0.587870 -28.416180 -38.381390 -0.011 0.508 0.176
H 4.809630 -29.099830 -30.878990 -0.791 -0.397 0.907
H -2.419930 -27.795490 -36.689750 0.240 0.249 0.443
H -6.895360 -35.189180 -33.704480 0.340 -0.259 0.249
C -8.354360 -24.311180 -26.836200 0.378 -0.463 1.871
H 1.775440 -29.829840 -33.961710 -0.390 0.310 0.347
H -0.620980 -31.164610 -31.610840 -0.090 0.122 0.077
C 3.458990 -21.911120 -32.094260 0.169 -0.714 0.594
H 1.571240 -22.508050 -29.220120 0.502 0.404 -0.027
H 5.179100 -22.664060 -33.272100 0.186 -0.161 0.542
H 3.327780 -19.605440 -32.008120 -0.760 -0.523 0.388
H 3.717190 -23.686440 -28.895420 0.185 0.266 0.035
H -3.173360 -27.854460 -34.111090 0.545 0.059 0.185
H 4.992440 -22.619460 -30.709600 0.438 0.474 -0.440
C -6.730420 -22.404780 -39.452400 0.261 0.197 -0.302
N -3.823440 -21.215220 -36.198510 -1.456 0.597 -1.567
H -0.871750 -33.426460 -32.802860 -0.797 -0.233 -0.300
O -8.965580 -28.408790 -25.606630 0.709 -0.374 0.510
H -1.835290 -21.138250 -36.706640 0.512 0.400 -0.204
H -6.889160 -23.172820 -25.681860 0.165 -0.406 0.029
H -9.220740 -23.693980 -26.598380 -0.071 0.214 -0.299
H -6.041310 -31.902750 -31.324920 -0.083 -0.591 0.725
N -8.407880 -25.380810 -25.781210 -1.161 -0.677 -1.203
H -4.982480 -24.930220 -28.830810 -0.086 -0.069 0.110
O -5.682820 -31.949710 -27.055110 -0.248 -0.471 0.544
H -2.379840 -31.383930 -31.544040 -0.101 0.137 -0.154
H -3.768940 -27.628590 -24.464200 -0.302 0.226 0.080
H -5.585470 -20.103010 -39.008110 -0.099 0.803 0.359
H -0.959900 -27.900580 -32.787740 -0.062 0.091 1.314
C -6.618280 -33.932810 -29.535870 -1.273 -0.327 0.107
C 3.835690 -20.456930 -32.460990 0.536 0.152 -0.003
H 2.968890 -31.198100 -29.954470 -0.127 0.312 -0.085
H 1.428540 -24.185150 -29.347450 -0.789 -0.268 -0.649
H -4.733910 -25.938470 -33.301320 -0.169 -0.368 0.084
H -3.953290 -22.199050 -36.386440 0.226 -0.272 0.178
O 1.404400 -21.898580 -33.315640 0.002 0.378 -0.696
H -6.714610 -24.931670 -29.119590 -0.246 -0.027 0.275
H -9.492490 -27.038430 -24.101500 0.837 -0.086 0.254
H -3.161210 -29.560340 -33.519490 -0.308 0.308 0.099
H -7.787490 -26.150370 -25.988560 1.197 0.444 -0.150
C -5.470360 -30.186650 -31.954210 -0.739 0.058 -1.546
N 2.025530 -22.045170 -32.087120 -1.251 -0.089 3.090
H -6.988920 -24.254040 -31.899180 0.763 0.647 0.014
C -1.892260 -24.415150 -34.745540 -0.500 -1.142 1.008
C -4.678920 -31.678950 -28.032100 0.056 -0.496 0.265
H -5.632470 -26.634880 -26.054680 0.886 0.496 0.310
H 0.530600 -25.079360 -31.620980 0.138 -0.120 0.635
C -5.270050 -32.961600 -26.098940 -0.104 -0.153 -1.918
O -0.612330 -28.764080 -33.022610 -0.147 -0.088 0.031
H -6.099600 -33.315910 -25.487060 0.006 0.916 0.319
H 1.364570 -27.816090 -36.997710 0.548 0.286 0.410
C 1.838910 -23.329860 -29.884270 0.826 -0.498 0.364
C -5.433980 -20.805410 -38.188480 -0.123 0.405 0.704
H 4.035320 -21.384370 -30.033650 -0.726 -0.242 0.492
C -3.825180 -27.973330 -25.496720 -2.511 1.720 -0.235
C -5.295200 -27.670740 -26.091250 0.091 0.217 1.515
O -4.262530 -27.439430 -29.825600 -0.282 -0.144 -0.619
C 1.250020 -23.061770 -31.268510 -0.473 -0.352 -0.998
H -7.126010 -33.497530 -28.675150 -0.022 0.023 -0.016
H -8.301430 -29.194750 -23.742100 -0.400 0.607 0.285
H 3.561580 -33.775810 -31.580040 0.524 0.590 -0.657
N -5.547330 -33.050960 -29.978360 0.078 -0.520 -0.506
O -5.470730 -28.098420 -27.397670 0.475 -0.627 -2.208
H 3.724660 -20.337120 -33.538680 0.109 0.029 -0.039
H -2.825780 -28.726720 -28.921470 -0.670 -0.021 0.493
O -6.821420 -34.854630 -31.663420 -0.149 1.040 -1.171
H -7.037630 -21.642150 -40.168030 -0.152 0.351 0.005
H -4.107760 -19.456270 -37.203720 -0.019 0.227 -0.401
H -2.443350 -25.949780 -31.218660 -0.466 0.523 -0.312
H 3.777000 -22.721800 -34.195900 -0.661 0.642 0.134
C -2.457820 -20.961280 -35.829580 -0.393 -1.671 0.136
C 3.952680 -22.310220 -30.602920 1.521 -0.748 -1.562
H 1.031780 -32.140940 -32.242850 -0.014 -0.126 0.029
H 0.491520 -26.127800 -34.374290 -0.279 -0.135 0.109
C 0.631110 -28.205510 -34.981570 -0.390 0.535 -0.507
C -0.508800 -33.642500 -31.798030 0.532 0.561 -1.460
C 3.338960 -31.590340 -30.901730 1.254 -1.250 -0.152
H -7.558630 -22.629780 -38.780430 -0.032 0.110 0.257
H -8.087470 -33.299310 -31.045610 -0.048 0.041 -0.231
H 4.866790 -20.230300 -32.189770 0.360 -0.412 -0.267
C -6.012240 -29.018660 -32.862640 0.877 -0.123 0.802
C 5.022050 -29.980390 -31.485280 0.709 0.217 -0.677
H -0.077950 -29.695170 -37.346340 0.117 -0.084 0.091
O -5.537690 -22.050740 -38.801720 1.100 -1.584 0.280
C -9.752090 -27.366180 -25.108120 -0.623 0.852 0.685
O -6.401520 -31.276150 -31.956750 -0.252 1.315 -0.429
H -4.911290 -24.206070 -33.165640 0.228 0.120 0.098
H -2.450630 -22.012020 -33.857780 -0.427 -0.101 -0.017
H 6.103370 -29.888280 -31.587070 0.058 -0.340 -0.376
C 1.219670 -24.351280 -32.048970 -0.480 -1.378 -0.343
H -4.910360 -30.714690 -28.484570 -0.403 -0.143 -0.218
H -4.749450 -27.562850 -29.007510 -0.280 -0.254 0.613
H -3.984790 -33.644450 -28.574290 -0.127 -0.442 -0.185
H -0.975640 -27.742900 -29.650560 0.237 -0.290 -0.425
C -3.054590 -28.136270 -29.808670 1.824 0.760 -0.285